DFT (ωB97M-V with the def2-TZVPD basis set) results for 2 unconnected molecules or ions with the total composition HN3O.

Calculated values
Maximum force (eV/Å): 4.8
Kohn-Sham gap (alpha / beta) (eV): 9.05 / 8.19
Charge: 0
Energy relative to the best compared isomer or geometry (same formula, charge and spin) (kJ/mol): 570.4
Molecular weight (g/mol): 59.03
LUMO level (alpha / beta) (eV): -1.42 / -1.33

Geometry (Å):
N -2.004 -1.711 0.009
N -1.726 -0.620 0.131
N -1.744 0.596 -0.374
O -1.930 1.670 0.157
H 0.094 -0.305 0.166

Atomic charges from the Mulliken analysis, expressed in e, are listed below: -0.245, 0.401, 0.098, -0.319, 0.065